14
Properties=species:S:1:pos:R:3 method="wB97M-V/def2-TZVPD" de_lowest_ev=3.610 homo_lumo_gap_ev=9.700 e_homo_ev=-8.7 e_tot_ev=-7254.2656 smiles="CN1CC=NC1" lumo_energy_ev=0.975
H -0.045 -1.898 -1.762
C 0.307 1.747 0.108
H -1.497 -0.638 0.987
N 0.377 -0.624 0.173
H -1.347 -0.744 -0.941
C -0.609 0.067 1.151
H 2.180 0.613 -0.126
N -0.666 1.541 0.963
C 1.185 0.555 -0.477
H 0.593 2.861 0.201
H -0.798 -2.405 -0.109
H 0.852 0.663 -1.639
H -0.135 -0.308 2.217
C -0.399 -1.429 -0.746

14
Properties=species:S:1:pos:R:3 method="wB97M-V/def2-TZVPD" de_lowest_ev=1.914 homo_lumo_gap_ev=9.948 e_homo_ev=-9.1 e_tot_ev=-8371.3675 lumo_energy_ev=0.884
C -0.684 -1.935 -0.377
H -1.603 -1.802 -0.954
H 0.153 -1.521 -0.943
O -0.087 1.354 1.409
C -0.847 1.431 -0.819
H -0.518 -3.000 -0.195
H 0.756 1.420 1.871
H -1.808 1.012 -0.536
H -0.672 1.677 -1.859
C 0.101 1.634 0.089
H 1.074 2.050 -0.178
O 2.425 -0.124 1.419
C 2.481 -0.796 0.502
H -0.771 -1.400 0.572

94
Properties=species:S:1:pos:R:3 method="wB97M-V/def2-TZVPD" de_lowest_ev=0.000 homo_lumo_gap_ev="6.641 / 7.318" e_homo_ev="-9.2 / -9.9" total_charge=+1 e_tot_ev=-103497.2344 s_squared=15.76 lumo_energy_ev="-2.593 / -2.587" spin_multiplicity=8
H 4.575 1.529 -1.792
C 4.385 -1.951 0.481
H -2.789 5.930 0.767
C 5.660 -3.444 -1.100
H -4.728 0.030 -2.417
H -4.559 2.366 2.444
H -5.975 -5.077 0.605
C -5.795 -4.161 0.042
H -4.517 5.580 0.522
C -2.231 3.905 2.494
N 2.029 -1.604 0.260
Eu -0.093 -0.126 0.858
N -0.600 0.096 -1.916
C -3.670 5.451 1.196
H -4.939 3.984 3.050
C 4.286 -0.271 2.890
H -4.719 -2.717 2.057
H 1.078 -2.610 -1.250
H 2.056 3.276 -2.395
N -3.022 -0.819 -1.436
S -2.733 0.748 1.393
H -6.003 -2.129 -1.340
S -1.352 -2.440 0.022
H 5.618 -4.504 -0.823
H -3.040 -3.252 1.887
H 7.281 0.400 4.895
C 3.192 -3.026 -1.275
C 4.393 -2.785 -0.628
H 0.962 1.419 3.596
H 3.669 -0.461 -3.848
C -4.324 -3.795 0.221
H 5.224 -0.760 2.683
H -3.908 5.969 2.124
C -4.690 3.406 2.160
C 5.379 0.830 4.882
C 3.604 1.063 -1.628
N 1.998 0.125 2.368
H 5.314 -1.749 0.986
H -6.462 -3.397 0.440
H 1.536 -0.961 -4.151
H 3.767 -0.001 -1.458
H -2.581 2.906 -2.918
C 2.994 1.207 4.248
C 0.956 -0.500 -3.376
C 3.190 -1.381 0.898
C -4.075 -3.523 1.703
H 2.865 0.664 -4.971
C -4.978 -1.827 -1.269
H -6.051 -4.357 -0.999
C -2.831 -1.927 -0.685
H 5.504 1.912 4.999
H -2.427 4.552 3.349
H -4.306 -4.425 2.269
C -4.350 -0.767 -1.804
O 6.527 0.228 4.323
C -2.797 1.925 0.155
H -2.446 0.600 -3.048
H -3.240 4.870 -1.139
C 2.043 -2.428 -0.790
H -2.072 2.890 2.846
C -3.039 3.830 -0.978
H 5.709 -3.387 -2.194
H -3.800 -5.871 0.164
N -3.094 3.245 0.278
C 3.162 -0.475 2.096
C -3.420 3.983 1.538
H -3.593 -5.050 -1.385
N -4.029 -2.558 -0.576
H 3.131 -3.674 -2.139
C -0.261 -0.812 -2.914
H -2.414 -4.796 -0.088
C -3.468 -4.946 -0.306
H 1.925 2.834 -4.106
N -2.571 1.685 -1.156
C 2.742 1.260 -2.869
S 0.541 2.171 -0.562
H 7.571 -3.259 -0.758
C 2.534 2.734 -3.206
H -5.524 3.483 1.461
O 6.765 -2.802 -0.498
H -1.322 4.256 2.000
H 2.879 1.885 5.083
C 4.205 0.579 3.978
H 5.152 0.414 5.871
H 4.388 1.103 -4.205
C 0.444 0.971 -1.777
H 3.505 3.187 -3.402
N 1.406 0.609 -2.667
H 3.151 1.505 -0.743
B -2.159 0.397 -1.892
H -0.945 -1.583 -3.218
C 1.924 0.946 3.418
C -2.718 2.865 -1.854
C 3.442 0.587 -4.049